(1)
This record from the OMol25 dataset describes a molecular structure, C24H27BrClN2O4SZr. The level of theory is ωB97M-V/def2-TZVPD.

Output
Kohn-Sham gap ... 4.4 eV
DFT total energy ... -131179.01756 eV
Net charge ... -1
Highest occupied orbital energy ... -0.069 hartree
ΔE to the lowest compared entry with this formula, charge and spin ... 90.2 kcal/mol

CARTESIAN COORDINATES (ANGSTROEM)
Zr 1.33143 1.53173 -0.26979
Br 8.06968 1.37603 -1.23461
C 6.21777 1.36387 -0.85177
C 5.32106 2.16274 -1.58343
C 4.00857 2.18991 -1.22192
N 3.47612 1.45215 -0.16491
C 4.39316 0.70710 0.56027
C 5.71479 0.63930 0.25839
H 5.65360 2.76162 -2.42011
H 3.30718 2.80168 -1.78823
H 3.98890 0.16081 1.40120
H 6.36907 0.03502 0.87115
O 0.45526 3.64203 -1.08821
S -0.33844 3.75055 0.14537
O -1.48973 2.68076 -0.17750
O 0.44349 3.10151 1.22202
O -0.92847 5.00843 0.45768
C 1.26962 -0.98592 -2.71948
C -0.19558 -1.30563 -2.40415
C -1.12698 -0.11115 -2.63019
C -0.40875 -1.97094 -1.05418
C -1.01528 -3.21974 -1.04180
C -1.25906 -3.90768 0.13716
C -0.84401 -3.33244 1.32814
C -0.22562 -2.08830 1.37433
C 0.27066 -1.60581 2.72691
C -0.31965 -0.27944 3.20764
C 1.79966 -1.55479 2.76304
C -0.02589 -1.35292 0.17172
N 0.48833 -0.09072 0.17435
H 1.35451 -0.53934 -3.71266
H 1.87646 -1.89367 -2.69579
H 1.72562 -0.29293 -2.00416
H -0.48858 -2.05837 -3.14508
H -0.94934 0.68689 -1.91060
H -2.17040 -0.41770 -2.52509
H -0.98785 0.30120 -3.63311
H -1.30816 -3.66223 -1.98941
H -1.74063 -4.87748 0.12628
H -0.99507 -3.86838 2.26038
H -0.04832 -2.37063 3.44384
H 0.08731 0.55313 2.63543
H -0.07021 -0.12123 4.26035
H -1.40913 -0.27424 3.11773
H 2.15505 -0.85732 2.00551
H 2.22853 -2.53703 2.55588
H 2.15568 -1.21930 3.74094
Cl -6.57023 -1.29529 -1.34477
C -5.30165 -0.30764 -0.66533
C -4.17478 -0.91493 -0.14271
C -3.17338 -0.11829 0.39430
C -3.29965 1.26599 0.40925
C -2.18042 2.09827 0.95946
C -4.44143 1.85217 -0.12531
C -5.44957 1.07078 -0.66609
H -4.06934 -1.99124 -0.16480
H -2.27455 -0.58287 0.78016
H -1.47812 1.46081 1.48987
H -2.52658 2.90172 1.61235
H -4.53681 2.93167 -0.12932
H -6.33987 1.51768 -1.08659

Forces on the atoms, in the same order (eV/Å):
1.21 0.06 -0.16
0.09 0.02 -0.01
-0.52 0.37 -0.22
0.98 -0.65 0.33
-0.69 0.19 -0.21
-1.22 0.11 0.38
0.06 -0.34 0.06
0.04 0.16 -0.37
0.04 -0.02 -0.01
0.02 0.15 0.14
0.02 0.05 0.02
0.01 0.00 0.01
-0.01 -0.11 -0.05
-0.07 -0.13 0.05
-0.08 0.11 0.00
-0.03 -0.03 0.03
0.03 -0.02 0.00
-0.04 0.04 -0.01
-0.01 -0.02 -0.01
0.02 -0.02 -0.02
0.03 0.02 0.04
-0.01 0.02 -0.01
0.00 0.00 0.01
-0.01 0.01 -0.02
0.04 0.00 -0.01
0.02 -0.01 0.02
0.00 0.01 -0.01
-0.01 0.01 -0.01
-0.09 -0.04 -0.03
0.28 0.00 0.05
0.01 -0.01 0.01
0.00 0.03 0.03
-0.01 -0.08 -0.01
0.00 0.00 0.00
0.00 0.04 0.04
0.01 0.01 0.00
0.00 0.00 0.01
0.00 0.00 0.00
0.00 0.00 0.00
0.00 0.00 0.00
0.01 0.00 0.01
-0.02 0.01 0.00
0.00 0.00 0.00
0.00 0.00 0.00
0.02 0.00 0.01
0.00 0.00 -0.01
0.00 0.00 0.00
0.00 0.00 0.00
0.00 0.00 0.00
-0.03 -0.03 0.00
-0.04 0.07 -0.01
0.04 -0.06 0.03
-0.03 -0.04 -0.10
-0.01 0.02 -0.01
0.01 0.02 0.00
0.02 0.00 0.00
-0.05 0.00 0.01
0.05 0.07 0.05
-0.07 0.01 -0.04
0.00 0.00 0.00
0.00 0.00 0.00


(2)
This record from the OMol25 dataset describes a molecular structure, C24H27Cl2N4O2Ta. The level of theory is ωB97M-V/def2-TZVPD.

Output
Kohn-Sham gap ... 6.9 eV
DFT total energy ... -61966.07331 eV
Net charge ... +2
Highest occupied orbital energy ... -0.522 hartree
ΔE to the lowest compared entry with this formula, charge and spin ... 8.5 kcal/mol

CARTESIAN COORDINATES (ANGSTROEM)
Ta 0.18030 -0.05600 0.05450
C -1.60040 3.34780 -2.37210
C -1.78320 1.87340 -2.74420
C -0.45750 1.08740 -2.82190
N -0.42580 -0.09200 -1.95690
C -0.73350 -1.29180 -2.49990
C -1.37170 -1.43530 -3.74110
C -1.60480 -2.56060 -4.51580
C -1.12310 -3.84850 -4.34920
C -0.38740 -4.32110 -3.27220
C -0.14620 -3.70320 -2.06080
C -0.43210 -2.40360 -1.61280
N -0.30200 -2.03820 -0.31990
C -0.28910 -3.09220 0.69150
C -1.11300 -2.70260 1.91680
C -0.53930 -1.49490 2.64760
N -0.75560 -0.27070 1.88760
C -1.57910 0.68580 2.36690
C -2.55100 0.44150 3.34630
C -3.42520 1.29380 3.99660
C -3.46100 2.67940 3.96910
C -2.64620 3.51410 3.21730
C -1.77760 3.19430 2.18630
C -1.36390 1.95260 1.68370
N -0.58730 1.81340 0.58270
C -0.26320 3.02590 -0.16770
C -1.50530 3.61700 -0.87100
H -0.72810 3.75720 -2.88270
H -2.46640 3.90000 -2.74000
H -2.44560 1.39080 -2.01890
H -2.28470 1.83300 -3.71060
H -0.24590 0.79260 -3.85240
H 0.37820 1.72120 -2.51740
H -1.77500 -0.52370 -4.16220
H -2.18740 -2.39090 -5.41360
H -1.33500 -4.55110 -5.14430
H -0.00620 -5.32970 -3.36460
H 0.38520 -4.31950 -1.34770
H -0.72700 -4.00720 0.28950
H 0.74830 -3.29190 0.98930
H -2.13770 -2.49220 1.60310
H -1.11930 -3.55740 2.59160
H -0.96240 -1.42620 3.64910
H 0.54320 -1.61210 2.76390
H -2.67960 -0.59890 3.61000
H -4.14240 0.81180 4.64570
H -4.18450 3.15750 4.61470
H -2.74170 4.57270 3.42060
H -1.35490 4.06300 1.70040
H 0.18350 3.75310 0.51920
H 0.51450 2.77980 -0.89170
H -2.39870 3.20990 -0.38990
H -1.52260 4.69810 -0.73080
Cl 4.87130 1.23920 0.80720
C 4.16930 -0.33010 0.38010
Cl 4.62220 -0.85410 -1.25810
C 2.67390 -0.17890 0.33190
O 1.95980 -0.95820 0.99460
O 2.13350 0.69090 -0.38780
H 4.47900 -1.09330 1.09890

Forces on the atoms, in the same order (eV/Å):
0.14 0.54 -0.35
-0.25 -0.11 0.16
0.16 0.14 -0.07
-0.18 0.54 0.10
0.29 -0.07 1.00
-0.06 -0.91 -0.14
0.12 0.17 0.28
0.07 -0.16 0.01
0.00 0.02 0.05
-0.21 0.08 -0.25
0.08 0.24 0.29
-0.29 -0.03 -1.05
0.14 0.57 0.32
0.00 -0.21 0.63
0.30 0.02 -0.05
0.05 -0.72 -0.04
0.38 -0.18 -0.43
-0.25 0.93 -0.07
0.13 -0.14 -0.20
0.12 0.21 -0.13
0.13 0.03 -0.07
-0.19 -0.20 0.14
0.21 -0.19 -0.20
-0.57 -0.24 0.73
0.32 -0.79 -0.07
-0.06 0.34 -0.29
0.18 -0.02 -0.24
0.05 0.06 -0.08
0.06 0.04 -0.04
-0.02 -0.01 -0.06
-0.04 -0.11 -0.03
0.12 -0.02 0.17
-0.05 -0.02 -0.16
0.03 0.06 0.04
0.02 0.05 0.01
0.04 -0.01 -0.02
-0.01 -0.05 0.05
-0.04 -0.01 0.04
0.10 0.11 -0.06
-0.16 -0.13 -0.03
-0.08 -0.07 0.09
-0.07 -0.05 0.02
0.11 0.14 -0.08
-0.16 -0.08 0.14
-0.01 -0.04 -0.02
-0.03 -0.05 0.07
0.01 0.04 0.07
-0.06 0.05 -0.06
-0.01 -0.04 -0.06
0.07 -0.14 -0.13
0.04 0.12 0.07
-0.01 0.12 -0.01
0.02 0.02 0.11
-0.06 -0.34 0.01
0.36 0.30 -0.27
0.08 -0.05 0.20
2.14 -0.45 0.51
-1.50 -0.38 0.31
-1.57 0.82 -0.73
-0.13 0.25 -0.17


(3)
This record from the OMol25 dataset describes a molecular structure, C24H27F5P3Sn. The level of theory is ωB97M-V/def2-TZVPD.

Output
Kohn-Sham gap ... 8.3 eV
DFT total energy ... -72604.30322 eV
Net charge ... +1
Highest occupied orbital energy ... -0.413 hartree
ΔE to the lowest compared entry with this formula, charge and spin ... 17.6 kcal/mol

CARTESIAN COORDINATES (ANGSTROEM)
Sn 0.05752 -0.73848 -1.44783
C -2.07024 2.16586 1.00483
P -1.77800 1.22137 -0.56777
C -3.37378 0.30902 -0.70498
C -1.99949 2.49430 -1.89284
C -3.28540 3.06003 -2.01516
C -3.51472 3.90196 -3.06412
C -2.51599 4.17700 -3.98454
C -1.18397 3.63140 -3.87349
C -0.94835 2.75476 -2.79141
P 0.69630 1.91468 -2.38419
C 1.69452 2.33143 -3.86609
C 1.18733 3.03168 -1.03560
H -3.01016 2.69930 1.04478
H -1.28283 2.88691 1.09366
H -2.02511 1.44936 1.83695
H -4.13352 0.88754 -0.24291
H -3.30225 -0.64545 -0.05469
H -3.52818 0.02457 -1.73184
H -4.01425 2.69256 -1.31114
H -4.47451 4.36938 -3.22696
H -2.76254 4.87064 -4.87032
H -0.45175 3.77297 -4.63946
H 1.57852 3.45894 -4.10675
H 1.45476 1.77438 -4.75874
H 2.72900 2.07024 -3.55606
H 1.16320 4.06971 -1.35662
H 2.20581 2.84946 -0.70478
H 0.42922 2.82828 -0.27687
F 0.49094 0.68951 1.82041
C 1.61987 0.19560 1.39344
C 1.72872 -0.17540 0.02103
C 2.99735 -0.65170 -0.39371
F 3.20462 -1.05144 -1.64252
C 4.08617 -0.77861 0.48753
F 5.20986 -1.24711 -0.03526
C 3.85540 -0.45925 1.81592
F 4.92195 -0.47126 2.61846
C 2.65042 0.00793 2.25686
F 2.57612 0.30839 3.57909
C -1.74415 -1.74498 2.86871
P -1.03568 -2.33239 1.16878
C -2.19445 -3.74540 0.78521
C 0.48854 -3.20084 1.73801
C 1.48827 -3.54057 0.84808
C 2.67517 -4.08941 1.26410
C 2.90160 -4.23557 2.63773
C 1.92899 -3.90477 3.58871
C 0.73770 -3.40595 3.11338
H -1.80105 -2.57316 3.52267
H -2.70584 -1.25693 2.75511
H -1.15052 -0.94278 3.32789
H -2.08206 -4.61626 1.42443
H -2.04921 -4.09789 -0.21369
H -3.20846 -3.43216 0.92354
H 1.35607 -3.53409 -0.19939
H 3.42416 -4.41402 0.55111
H 3.94118 -4.43321 2.88943
H 2.16707 -3.97098 4.68156
H -0.01990 -3.20911 3.88830

Forces on the atoms, in the same order (eV/Å):
0.43 1.15 1.00
0.49 -1.07 -0.14
-1.03 0.22 -0.06
1.52 -1.99 1.51
-0.11 -0.41 0.24
1.66 -1.12 0.35
-0.32 0.74 -0.71
1.72 0.72 -1.61
-2.42 -0.47 1.04
0.09 -0.04 0.08
-1.32 0.53 -1.39
0.57 1.72 0.72
0.34 -0.01 -0.46
-0.35 -0.05 -0.36
0.50 0.36 0.33
0.07 0.29 -0.15
-0.98 0.53 -0.06
0.01 1.36 -1.10
-0.40 -0.02 -0.29
-0.46 0.54 -0.09
-0.16 -0.08 0.11
0.50 -1.23 1.53
0.22 0.34 -0.26
0.54 -1.82 0.49
-0.28 -0.34 -0.05
-0.40 0.46 -0.49
-0.33 0.12 -0.04
-0.06 -0.36 0.35
0.45 0.27 0.29
-1.61 0.63 0.81
0.79 -1.17 -2.84
0.84 -0.64 0.16
-0.90 0.71 2.15
-0.24 -0.15 -0.82
-1.87 0.08 -1.07
0.46 0.09 0.69
2.43 -0.29 -0.99
-0.39 -0.20 0.34
0.12 0.42 1.92
-0.30 -0.01 -0.84
0.66 1.13 -1.71
-0.42 -0.31 1.36
0.58 0.18 0.68
-0.27 0.46 1.15
-0.10 -0.64 -0.04
0.15 -0.28 1.25
0.86 0.60 -0.35
1.35 -0.18 0.00
-1.11 0.10 0.47
-0.33 -0.78 0.67
-0.44 -0.36 -0.32
0.38 -0.46 -0.25
0.37 0.06 0.34
0.06 -0.02 -0.77
-0.69 0.42 -0.17
-0.48 0.50 -1.17
-0.01 0.17 0.05
-0.33 -0.50 0.47
-0.45 -0.02 -1.22
0.38 0.13 -0.70


- Which of these has the lowest net charge?
  C24H27BrClN2O4SZr


- Which of these has the lowest ΔE to the lowest compared entry with this formula, charge and spin?
  C24H27Cl2N4O2Ta


- Which of these has the highest DFT total energy?
  C24H27Cl2N4O2Ta